Computed, not measured: 2 unconnected molecules or ions with the total composition C7H14N2O2S, with ωB97M-V with the def2-TZVPD basis set.

Structure (XYZ):
```
26
Properties=species:S:1:pos:R:3:forces:R:3
C 0.987670 -0.534243 -0.654471 0.61 -1.29 3.12
C 2.864446 2.516049 1.102983 2.11 -1.08 1.39
C -2.233020 -0.437732 1.032594 -1.00 -2.76 -1.09
C -1.271572 1.626221 -0.103369 -0.59 -0.31 -1.04
C -1.879885 -0.348664 -1.503007 -0.67 0.27 -1.61
C 1.896146 -2.089518 1.478950 1.27 -2.67 -1.16
C -1.412654 0.101335 -0.119432 1.54 -1.53 -0.86
N -0.042387 -0.530861 0.108788 0.71 0.78 -1.20
N 1.372862 -0.085974 -1.843772 4.98 -1.90 0.09
O 1.927065 2.713012 0.532047 -4.58 1.35 -2.89
O 3.798274 2.239776 1.688706 2.47 -0.33 1.49
S 2.562664 -1.368531 -0.009621 -0.57 0.98 -0.24
H -2.077410 -1.587658 1.180288 0.27 2.09 -0.28
H -1.965203 0.067371 1.941272 -0.40 0.22 0.51
H -3.299580 -0.457659 0.716289 0.35 0.82 0.79
H -1.063460 1.860316 0.917578 0.63 0.79 0.45
H -2.167660 2.196660 -0.434883 0.21 -0.70 0.38
H -0.500931 1.900689 -0.839295 0.10 0.15 0.69
H -2.859710 0.114715 -1.773665 0.86 0.47 0.11
H -1.056190 -0.029057 -2.236567 -1.70 -0.58 0.70
H -2.191588 -1.398765 -1.720005 1.12 0.29 0.80
H 0.948416 -1.579300 1.512056 -0.79 -0.38 0.56
H 2.532644 -1.977488 2.355302 -0.09 0.34 -0.12
H 1.919688 -3.214653 1.166379 -0.84 1.86 1.24
H 0.793318 0.444753 -2.323811 -2.90 3.05 -2.94
H 2.418054 -0.140806 -2.171336 -3.11 0.07 1.11
```
Forces are in eV/Å.

As for the energy: -25395.6092 eV. The frontier orbital gap is 8.932 eV. Its highest occupied orbital energy is -8.40 eV. The LUMO energy is 0.020 Ha.